1.
Molecular formula: C24H20ClMoNPS
Method: DFT, ωB97M-V/def2-TZVPD

Each line ends with the Mulliken spin population.
Positions of all 49 atoms, in Å:
Mo1 1.66323 0.52115 2.57278  1.91
Cl1 1.59688 -1.76279 2.74816  0.13
S1 3.23311 0.74881 4.33278  0.02
P1 -0.07030 -0.38585 -0.48917  -0.01
N1 4.47908 1.42434 6.94517  0.06
C1 -2.80013 -0.21248 -1.37350  0.00
C2 -3.65416 -2.08289 0.51471  0.00
C3 -0.21263 -2.60801 -2.30490  0.00
C4 -1.86245 -0.78130 -0.49743  -0.01
C5 -0.27273 2.31163 -1.09617  0.01
C6 -0.26721 3.44104 -1.90571  0.01
C7 0.37849 -3.60152 -3.08993  0.00
C8 1.70775 1.45588 4.78253  -0.04
C9 0.58215 -1.72594 -1.55578  0.00
C10 -0.15469 1.43840 3.29983  -0.07
C11 2.56622 -2.85473 -2.40009  0.00
C12 1.98685 -1.87187 -1.60637  0.00
C13 -4.57819 -1.51135 -0.36444  0.00
C14 0.25135 0.93411 -3.01730  0.00
C15 0.31417 0.80006 4.45313  -0.08
C16 1.87774 2.53209 3.72846  0.02
C17 -2.31393 -1.71822 0.46103  0.00
C18 0.26826 2.07726 -3.82183  0.00
C19 0.77435 2.48659 2.85769  0.02
C20 -4.14759 -0.57550 -1.30294  0.00
C21 0.00669 3.33002 -3.27203  0.00
C22 3.83177 1.20725 5.91534  0.00
C23 -0.02510 1.03402 -1.64588  -0.03
C24 1.76546 -3.72642 -3.14344  0.00
H1 0.00757 -0.03557 5.02891  -0.01
H2 -5.62865 -1.79274 -0.31333  0.00
H3 -1.59909 -2.15265 1.15356  0.00
H4 3.65022 -2.94938 -2.43527  0.00
H5 0.64682 3.11558 2.01358  0.05
H6 0.48593 1.98142 -4.88383  0.00
H7 -4.86058 -0.12272 -1.98930  0.00
H8 2.60909 -1.20488 -1.01857  0.00
H9 2.28369 1.16055 5.63480  -0.02
H10 2.82054 3.08152 3.64559  0.02
H11 -1.29456 -2.51568 -2.27682  0.00
H12 0.44934 -0.03794 -3.45950  0.00
H13 2.22250 -4.50090 -3.75705  0.00
H14 -3.98434 -2.81210 1.25235  0.00
H15 -2.47564 0.51235 -2.11424  0.00
H16 -0.46967 4.41774 -1.46910  0.00
H17 0.01958 4.21843 -3.90120  0.00
H18 -0.25306 -4.27792 -3.66287  0.00
H19 -1.07970 1.18963 2.86011  0.01
H20 -0.47445 2.40149 -0.03250  0.00

Output
LUMO (spin up / spin down)	-5.621 / -5.554	eV
net charge	+1
Kohn-Sham gap (spin up / spin down)	5.62 / 5.68	eV
multiplicity	3


2.
Molecular formula: C24H20ClN4O4PtS
Method: DFT, ωB97M-V/def2-TZVPD

Each line ends with the Mulliken spin population.
Positions of all 55 atoms, in Å:
Pt1 0.21032 -0.57200 -0.32054  1.47
Cl1 7.65686 2.98056 -2.86670  0.00
S1 -2.32129 -2.18200 -1.46260  0.00
O1 1.38324 1.05771 -1.47716  0.08
O2 -1.18848 -3.04019 -1.21651  0.01
O3 2.48082 -0.74347 -0.81958  0.04
O4 -3.04175 -2.31692 -2.69718  0.01
N1 -1.99217 1.59545 -1.08038  0.01
N2 -3.88367 0.22778 -1.54470  0.01
N3 -6.16751 -3.04612 2.99379  0.00
N4 -1.72802 -0.68125 -1.23181  0.07
C1 0.62075 -0.22070 1.70899  0.26
C2 -4.63143 1.31825 -1.61106  0.00
C3 -5.71838 -2.73536 0.63103  0.00
C4 4.35150 -0.08763 2.38102  -0.02
C5 3.60414 2.10549 1.77887  -0.03
C6 3.05190 -0.55817 2.27002  0.04
C7 -5.26183 -2.88352 1.93790  0.00
C8 -2.99855 -2.62223 1.15218  0.03
C9 4.63912 1.24932 2.13548  0.05
C10 2.00219 0.28859 1.91157  -0.04
C11 3.78470 2.38089 -2.07921  0.00
C12 -3.89108 -2.82128 2.18911  0.01
C13 -4.12654 2.59405 -1.43902  0.01
C14 -4.82347 -2.52503 -0.40530  0.00
C15 2.30546 1.63125 1.67236  0.05
C16 -3.46255 -2.46917 -0.14778  0.00
C17 2.44750 0.39941 -1.32912  -0.06
C18 3.74550 1.03275 -1.74734  0.04
C19 -2.76850 2.65955 -1.16059  0.00
C20 -2.57660 0.40893 -1.29944  0.01
C21 4.98276 2.98804 -2.42330  0.00
C22 4.91631 0.28696 -1.76604  0.00
C23 6.13584 2.22289 -2.43822  0.00
C24 6.12066 0.87625 -2.11792  0.00
H1 5.65530 1.61616 2.20772  0.00
H2 -5.16462 -2.39224 -1.42067  0.00
H3 5.02892 4.03854 -2.67554  0.00
H4 -2.28110 3.61475 -0.98504  0.00
H5 2.86047 2.94238 -2.05844  0.00
H6 0.45467 -1.15472 2.25480  -0.01
H7 2.84455 -1.61014 2.43097  0.00
H8 -1.93491 -2.58238 1.35128  -0.02
H9 7.04003 0.30732 -2.13712  0.00
H10 -7.04852 -3.45639 2.72798  0.00
H11 -0.12441 0.52038 2.00555  0.00
H12 -5.78154 -3.49442 3.80943  0.00
H13 3.81142 3.14812 1.56738  0.00
H14 5.14840 -0.77290 2.64580  0.00
H15 4.86779 -0.75584 -1.48325  0.00
H16 -4.74729 3.47530 -1.50240  0.00
H17 -5.68939 1.16108 -1.80592  0.00
H18 1.51069 2.29767 1.35571  0.00
H19 -6.78272 -2.77282 0.42714  0.00
H20 -3.52550 -2.92894 3.20380  0.00

Output
LUMO (spin up / spin down)	2.623 / 2.623	eV
net charge	-1
Kohn-Sham gap (spin up / spin down)	6.35 / 7.94	eV
multiplicity	3


3.
Molecular formula: C24H20F4In
Method: DFT, ωB97M-V/def2-TZVPD

Each line ends with the Mulliken charge.
Positions of all 49 atoms, in Å:
In1 -2.48187 -0.76358 1.02869  1.01
F1 2.13310 -0.45410 1.46891  -0.25
F2 -2.62366 -2.45521 -3.19639  -0.23
F3 0.03485 1.34405 -2.03747  -0.22
F4 -2.68009 0.35401 5.35268  -0.22
C1 -2.48913 2.08852 9.11060  -0.23
C2 3.84186 0.93723 2.24669  -0.33
C3 1.21623 2.98441 -3.17453  -0.33
C4 5.73913 -0.40491 0.73307  -0.45
C5 -1.70994 0.51886 7.52255  -0.23
C6 2.68246 2.36289 -4.97571  -0.39
C7 0.78840 1.65563 -3.06472  0.61
C8 -4.00250 -2.40958 -5.14986  -0.19
C9 2.24901 1.04519 -4.85250  -0.27
C10 -3.55873 2.46009 8.21775  -0.38
C11 -2.78053 -4.36524 -4.61071  -0.25
C12 3.42694 -0.11814 1.46871  0.47
C13 2.16449 3.36399 -4.13580  -0.32
C14 1.33775 0.61221 -3.86023  -0.57
C15 -3.66836 1.84812 6.97979  -0.34
C16 -1.54037 1.09501 8.75703  -0.51
C17 -2.68533 0.92219 6.60481  0.50
C18 4.41290 -0.78545 0.67970  -0.28
C19 5.12164 1.46835 2.11618  -0.44
C20 -3.36987 -5.05286 -5.66282  -0.42
C21 -4.45938 -3.00196 -6.35779  -0.54
C22 -3.12267 -3.05513 -4.30453  0.42
C23 6.07975 0.72187 1.41381  -0.19
C24 -4.21239 -4.35601 -6.53873  -0.21
H1 -5.15305 -2.44958 -6.97431  0.38
H2 2.81762 0.31931 -5.41480  0.38
H3 3.03767 1.45441 2.74888  0.36
H4 -3.08017 -6.08561 -5.78895  0.40
H5 -4.50215 2.08470 6.33541  0.38
H6 -2.50041 2.61287 10.05471  0.40
H7 -4.41427 -1.46826 -4.81705  0.36
H8 0.83018 3.71959 -2.48397  0.39
H9 -1.01823 -0.24024 7.18833  0.36
H10 5.36535 2.36083 2.67340  0.40
H11 -2.17271 -5.01048 -3.99376  0.34
H12 -4.73564 -4.82913 -7.35651  0.39
H13 6.52348 -0.99736 0.28564  0.42
H14 -4.27714 3.24187 8.41551  0.40
H15 3.52408 2.59916 -5.60995  0.40
H16 7.10803 1.04684 1.47270  0.39
H17 1.00497 -0.41342 -3.92128  0.44
H18 4.12626 -1.63949 0.08401  0.39
H19 2.39435 4.41397 -4.03046  0.38
H20 -0.72188 0.71935 9.35314  0.42

Output
LUMO	-13.878	eV
net charge	+3
energy above the lowest of the compared OMol25 structures with the same formula, charge and spin	24.1	kcal per mole
Kohn-Sham gap	1.20	eV
multiplicity	1


4.
Molecular formula: C24H20IN3PtS
Method: DFT, ωB97M-V/def2-TZVPD

Each line ends with the Mulliken charge.
Positions of all 50 atoms, in Å:
Pt1 0.15892 0.04586 -1.02510  1.26
I1 2.91917 0.41813 -1.20637  -0.01
S1 -2.19583 -0.20452 -1.44919  -0.71
N1 -0.08326 -2.39682 -1.10349  -0.40
N2 0.04684 -0.16473 1.34645  0.00
N3 -0.21928 0.55835 3.40536  0.15
C1 2.31043 -2.81771 -1.05642  -1.39
C2 2.26125 5.22804 -0.98444  -0.87
C3 -2.44385 -1.89629 -1.20383  0.86
C4 -3.04403 -4.63633 -0.95685  -0.91
C5 2.58202 2.50880 -1.10343  0.46
C6 -0.17732 4.96318 -0.98251  -0.84
C7 0.09734 2.14093 -1.12466  -0.02
C8 1.25347 2.97664 -1.08216  0.40
C9 -4.05243 -3.71067 -0.99613  -0.57
C10 3.68619 3.30857 -1.05609  -0.73
C11 0.64280 -4.67057 -0.92559  -0.75
C12 0.06210 -0.77987 3.48852  -0.41
C13 -1.27561 4.15558 -1.01622  -1.05
C14 -1.37710 -2.82976 -1.09939  -0.35
C15 -0.21963 0.88090 2.09279  -0.56
C16 -0.63894 -5.13070 -0.90160  -0.88
C17 3.52080 4.70347 -0.98939  -0.57
C18 0.88684 -3.28300 -1.02505  1.01
C19 0.22266 -1.21504 2.20380  -0.61
C20 1.11597 4.39856 -1.02073  0.81
C21 -3.74927 -2.35271 -1.12588  -0.64
C22 -1.70248 -4.20985 -0.99064  1.24
C23 -0.44457 1.46461 4.51275  -0.86
C24 -1.13262 2.75541 -1.08747  0.02
H1 4.39047 5.34496 -0.94133  0.38
H2 -2.03283 2.15672 -1.12069  0.20
H3 4.67966 2.88200 -1.07885  0.36
H4 -0.42514 1.87047 1.71418  0.45
H5 0.12674 -1.29654 4.43049  0.40
H6 2.10879 6.30033 -0.96302  0.36
H7 -4.54516 -1.62169 -1.18494  0.42
H8 -5.08555 -4.02593 -0.92814  0.37
H9 0.43955 -2.20771 1.84516  0.35
H10 -0.27233 6.04084 -0.92378  0.35
H11 0.28022 2.27755 4.48727  0.33
H12 -3.25350 -5.69747 -0.90726  0.34
H13 -2.27084 4.58189 -0.98967  0.40
H14 -0.86291 -6.18657 -0.81003  0.40
H15 -1.44801 1.88622 4.46408  0.32
H16 2.52190 -2.15855 -0.21226  0.22
H17 2.49713 -2.26231 -1.97757  0.25
H18 1.48113 -5.35070 -0.86961  0.36
H19 -0.33365 0.92090 5.44679  0.29
H20 2.99377 -3.66288 -1.01784  0.35

Output
LUMO (spin up / spin down)	0.200 / 0.200	eV
net charge	0
energy above the lowest of the compared OMol25 structures with the same formula, charge and spin	15.3	kcal per mole
Kohn-Sham gap (spin up / spin down)	6.69 / 6.69	eV
multiplicity	1